Version i
20
Properties=species:S:1:pos:R:3 method="wB97M-V/def2-TZVPD" gap_ev=10.2
O -2.868 1.781 0.111
C -2.436 0.663 0.053
C -2.903 -0.646 -0.560
N -1.564 -1.206 -0.265
C -1.153 -0.016 0.520
C 0.166 0.625 0.122
C 1.340 -0.283 0.460
C 2.704 0.332 0.267
N 3.074 0.939 -0.841
H -3.734 -1.092 0.010
H -3.175 -0.608 -1.625
H -1.589 -2.066 0.272
H -1.187 -0.181 1.612
H 0.140 0.828 -0.960
H 0.254 1.592 0.642
H 1.300 -0.614 1.509
H 1.285 -1.195 -0.153
O 3.706 -0.470 0.537
H 2.378 1.593 -1.185
H 4.263 0.025 -0.525

***

Version ii
20
Properties=species:S:1:pos:R:3 method="wB97M-V/def2-TZVPD" gap_ev=7.4
C 1.659 -0.477 0.058
C 1.375 0.754 -0.542
C -2.358 1.178 -0.938
C 2.119 -0.618 1.456
N -1.168 0.323 -0.975
N -1.469 -1.043 -0.664
C -0.630 -1.316 0.365
C -0.269 0.560 0.191
O -0.462 -2.334 0.982
O -0.465 1.331 1.117
H -1.799 -1.678 -1.383
H 1.629 -1.378 -0.546
H 1.292 0.795 -1.619
H 1.718 1.662 -0.056
H -2.034 2.212 -1.039
H -2.924 1.068 -0.009
H -2.980 0.921 -1.796
H 1.817 0.245 2.050
H 3.215 -0.667 1.448
H 1.733 -1.535 1.900

***

Version iii
20
Properties=species:S:1:pos:R:3 method="wB97M-V/def2-TZVPD" gap_ev=9.8
C -0.261 -1.521 -0.876
C -0.440 -0.308 0.017
C 0.109 -0.328 1.423
C 0.763 0.549 0.407
C 2.119 0.201 -0.134
N 2.631 1.091 -1.002
O 2.719 -0.826 0.186
C -1.697 0.433 -0.191
N -2.196 1.390 -0.767
H 0.604 -2.107 -0.545
H -1.137 -2.183 -0.823
H -0.098 -1.224 -1.921
H -0.458 0.158 2.216
H 0.644 -1.235 1.707
H 0.557 1.618 0.469
H 2.152 1.950 -1.231
H 3.500 0.879 -1.476
O -3.169 0.456 1.053
H -3.029 -0.448 1.375
H -3.312 1.453 0.115

***

Short version: version i is the most stable of them.

***

Version i
23
Properties=species:S:1:pos:R:3 method="wB97M-V/def2-TZVPD" charge=-1 gap_ev=7.4
C -1.129 0.666 -0.561
C -0.067 -0.141 -1.309
C -0.706 -1.414 -1.774
C -0.426 -2.027 -2.926
N -1.234 0.137 0.822
C -0.510 1.048 1.881
O 0.285 1.979 1.357
H -2.106 0.627 -1.067
H -0.979 1.748 -0.463
H 0.667 -0.428 -0.570
H 0.372 0.408 -2.137
H -1.526 -1.731 -1.125
H -1.018 -2.921 -3.111
H 0.345 -1.668 -3.601
H -2.170 0.218 1.199
H -1.294 1.387 2.592
H 0.045 0.326 2.535
H 2.418 2.657 1.440
H 1.845 1.435 0.975
O 2.775 1.872 0.987
H -0.335 -2.013 1.082
H 0.907 -1.508 0.597
O 0.522 -2.371 0.784

***

Version ii
23
Properties=species:S:1:pos:R:3 method="wB97M-V/def2-TZVPD" charge=-1 gap_ev=6.6
C 0.048 1.345 -1.042
N 0.429 0.566 0.112
C -0.206 -0.686 0.145
C -0.733 -0.912 1.614
O -1.490 -2.066 1.684
C 0.702 -2.028 -0.350
O 0.188 -3.177 0.322
C 0.728 1.495 -2.478
H -0.002 2.412 -0.671
H -1.007 1.105 -1.327
H 1.393 0.520 0.171
H -0.999 -0.686 -0.522
H 0.080 -0.835 2.416
H -1.469 -0.075 1.815
H -0.997 -2.939 1.035
H 0.707 -2.224 -1.475
H 1.735 -1.818 -0.110
H 0.264 2.163 -3.257
H 0.784 0.742 -3.167
H 1.794 1.689 -2.344
H -0.651 1.009 2.453
H -0.460 2.518 2.151
O -0.839 1.880 2.825

***

Short version: version i is the most stable of them.

***

Version i
8
Properties=species:S:1:pos:R:3 method="wB97M-V/def2-TZVPD" charge=+1 gap_ev=10.1
C 1.936 -1.684 0.001
C 0.508 -1.396 -0.078
C 1.438 0.760 0.066
N 3.044 -1.934 0.023
N 0.305 0.077 0.030
O -0.380 -2.154 0.003
S 2.838 1.173 -0.017
H -0.486 0.716 -0.051

***

Version ii
8
Properties=species:S:1:pos:R:3 method="wB97M-V/def2-TZVPD" smiles="O=C=[N+]=C=NC=S" charge=+1 gap_ev=7.5
O 5.586 -0.328 -0.040
C 4.458 -0.274 -0.005
N 3.250 -0.152 0.069
C 2.022 -0.282 0.019
N 0.857 -0.196 0.014
C -0.412 -0.603 0.003
S -0.822 -2.176 -0.001
H -1.131 0.211 -0.005

***

Short version: version ii is the most stable of them.

***

Version i
18
Properties=species:S:1:pos:R:3 method="wB97M-V/def2-TZVPD" charge=+1 gap_ev=12.1
C 0.476 -0.154 -3.595
C 0.953 0.357 -2.299
C -0.747 1.020 1.986
C -0.015 -1.229 1.844
N 0.737 0.491 -1.071
N -0.868 -0.167 1.106
O 1.764 0.557 -3.278
H 0.510 -1.242 -3.937
H -0.385 0.307 -4.060
H 0.313 1.304 2.325
H -1.234 1.768 1.375
H -1.174 0.924 2.905
H 0.925 -0.868 2.290
H -0.660 -1.488 2.616
H 0.110 -2.134 1.223
H -1.760 -0.590 0.976
H 1.363 0.959 -0.434
H -0.308 0.183 0.030

***

Version ii
18
Properties=species:S:1:pos:R:3 method="wB97M-V/def2-TZVPD" charge=+1 gap_ev=10.1
N 0.680 -0.524 2.777
C 0.328 -0.985 1.578
N -0.888 -1.216 1.193
H -0.028 -0.079 3.342
H 1.549 -0.006 2.784
H 1.139 -1.128 0.874
H -1.078 -1.264 0.190
H -1.648 -1.262 1.857
C 0.018 0.052 -2.096
O -0.588 -1.146 -1.555
C -0.355 1.185 -1.199
C 0.502 1.958 -0.539
H -0.318 0.230 -3.116
H 1.102 -0.069 -2.063
H -0.669 -1.780 -2.272
H -1.417 1.412 -1.157
H 0.097 2.763 0.060
H 1.574 1.859 -0.656

***

Short version: version ii is the most stable of them.